Formula: C31H58F3NO16PS6
Source: the Open Molecules 2025 dataset
Level of theory: the ωB97M-V functional and the def2-TZVPD basis

Element x y z (Å)
C -0.505 2.177 2.177
P 1.172 2.382 3.018
O 0.794 3.335 4.375
N 2.159 3.425 2.041
C 2.217 3.085 0.626
C 2.569 1.586 0.308
C 1.636 0.865 -0.650
F 2.198 -0.211 -1.385
C 0.314 1.102 -0.875
F -0.150 2.224 -1.457
F -0.603 0.166 -0.553
C 3.461 3.738 2.603
O 4.098 4.841 1.952
C 4.483 2.531 2.673
O 5.520 2.630 1.975
O 4.283 1.494 3.353
H -0.655 1.141 1.816
H -1.334 2.425 2.879
H -0.618 2.900 1.327
H 0.999 2.834 5.176
H 1.242 3.378 0.169
H 2.965 3.724 0.107
H 3.569 1.595 -0.192
H 2.720 0.951 1.218
H 3.290 4.067 3.660
H 4.763 5.129 2.593
C 3.143 -4.576 -0.102
C 2.488 -5.431 0.992
C 1.694 -4.472 1.890
S 1.233 -3.083 0.851
O 1.918 -1.905 1.323
O -0.194 -3.107 0.635
C 2.055 -3.642 -0.622
H 3.554 -5.192 -0.903
H 3.961 -3.991 0.328
H 1.819 -6.154 0.535
H 3.227 -5.990 1.570
H 0.794 -4.937 2.291
H 2.310 -4.090 2.704
H 2.446 -2.786 -1.170
H 1.330 -4.180 -1.233
C -2.194 -9.096 0.070
C -2.992 -8.096 -0.770
C -2.716 -6.700 -0.207
S -1.083 -6.768 0.527
O -1.209 -6.582 1.952
O -0.169 -5.984 -0.266
C -0.795 -8.503 0.204
H -2.167 -10.084 -0.393
H -2.652 -9.197 1.054
H -2.658 -8.147 -1.811
H -4.059 -8.320 -0.757
H -2.726 -5.939 -0.985
H -3.424 -6.439 0.578
H -0.217 -8.940 1.017
H -0.242 -8.581 -0.733
C 6.850 0.349 -0.291
C 5.775 0.045 -1.340
C 6.273 -1.137 -2.184
S 7.358 -2.090 -1.119
O 8.701 -2.025 -1.648
O 6.724 -3.347 -0.794
C 7.245 -1.001 0.296
H 6.485 1.031 0.481
H 7.715 0.815 -0.773
H 4.845 -0.229 -0.836
H 5.565 0.913 -1.965
H 5.451 -1.769 -2.518
H 6.855 -0.801 -3.042
H 8.198 -0.979 0.821
H 6.463 -1.387 0.951
C -6.849 -6.273 3.943
C -6.410 -7.414 4.867
C -6.309 -8.683 4.014
S -5.930 -8.137 2.348
O -7.043 -8.462 1.491
O -4.576 -8.514 2.018
C -5.974 -6.386 2.700
H -6.740 -5.300 4.422
H -7.901 -6.401 3.673
H -5.432 -7.179 5.295
H -7.105 -7.552 5.696
H -5.518 -9.343 4.364
H -7.256 -9.222 3.983
H -6.372 -5.847 1.843
H -4.952 -6.062 2.907
C -1.799 4.058 -3.859
C -2.633 5.045 -4.685
C -2.416 6.440 -4.089
S -0.786 6.419 -3.347
O -0.929 6.571 -1.917
O 0.102 7.255 -4.119
C -0.428 4.705 -3.703
H -1.729 3.083 -4.342
H -2.260 3.917 -2.878
H -2.291 5.031 -5.724
H -3.690 4.778 -4.686
H -2.452 7.214 -4.850
H -3.138 6.657 -3.306
H 0.162 4.273 -2.896
H 0.133 4.670 -4.638
C -1.831 11.818 -1.636
C -1.291 10.482 -1.113
C -2.436 9.467 -1.175
S -3.509 10.004 -2.507
O -4.782 10.390 -1.948
O -3.409 9.074 -3.609
C -2.594 11.485 -2.913
H -1.030 12.533 -1.824
H -2.510 12.256 -0.899
H -0.468 10.147 -1.750
H -0.902 10.573 -0.099
H -2.073 8.462 -1.388
H -3.020 9.464 -0.255
H -3.280 12.270 -3.223
H -1.910 11.239 -3.727

Force components x, y, z for each atom (eV/Å):
C -0.231 1.542 -0.716
P 0.189 -1.723 1.560
O -0.146 0.277 -0.967
N -0.444 0.716 -0.515
C -0.766 -0.063 -0.734
C 1.427 -0.052 -1.918
C 0.512 0.719 -0.537
F -0.861 0.039 2.146
C 1.002 -0.970 0.457
F -0.695 -0.284 1.600
F -0.039 0.668 -1.973
C 0.970 -0.147 2.069
O -0.980 0.038 0.123
C 1.461 -1.828 -0.627
O 0.011 1.100 -0.596
O -1.595 1.064 0.496
H 0.396 0.592 0.258
H 0.759 -0.178 -0.186
H -0.081 -0.626 0.448
H 0.177 -0.044 -0.453
H 0.616 -0.370 0.305
H -0.395 -0.366 0.662
H -0.520 -0.017 0.584
H -0.473 0.432 -0.498
H -0.158 -0.509 -0.630
H -0.012 -0.199 -0.514
C 0.128 -0.073 0.100
C 0.219 0.010 0.058
C 0.198 -0.500 0.178
S -0.161 -0.140 -0.123
O -0.296 0.080 0.039
O 0.000 0.455 0.188
C 0.350 -0.276 -0.400
H 0.035 0.053 0.023
H 0.016 -0.011 -0.110
H 0.043 0.078 0.020
H 0.041 0.131 0.012
H -0.057 0.175 -0.041
H -0.055 0.147 -0.077
H -0.110 0.111 0.148
H -0.062 0.031 0.117
C -0.019 -0.040 0.083
C -0.026 -0.118 -0.097
C -0.447 -0.018 -0.278
S -0.180 -0.083 -0.252
O 0.218 0.144 -0.044
O -0.183 -0.107 0.129
C -0.067 -0.433 -0.091
H 0.032 0.036 0.002
H 0.031 0.000 -0.059
H 0.019 0.025 0.038
H 0.042 0.020 0.051
H 0.138 0.101 0.160
H 0.143 -0.019 0.071
H 0.048 0.180 0.024
H 0.032 0.105 0.047
C -0.031 0.168 -0.012
C -0.009 -0.036 0.133
C -0.354 0.309 -0.252
S -0.305 0.482 0.516
O -0.013 -0.344 -0.088
O 0.281 -0.275 -0.237
C -0.032 0.287 0.110
H -0.025 -0.003 0.051
H 0.017 -0.045 0.025
H 0.054 -0.004 -0.019
H -0.012 -0.044 0.007
H 0.153 -0.128 -0.010
H 0.090 -0.102 0.068
H 0.010 -0.155 -0.073
H 0.022 -0.021 -0.038
C -0.099 -0.064 0.045
C 0.056 0.094 0.071
C -0.073 -0.084 0.490
S 0.033 0.294 0.253
O 0.207 -0.137 -0.125
O -0.250 -0.151 -0.242
C -0.064 0.365 0.143
H 0.002 -0.027 -0.041
H 0.038 0.036 -0.026
H -0.030 -0.005 -0.037
H 0.033 -0.020 -0.033
H -0.022 -0.050 -0.188
H 0.043 0.016 -0.147
H 0.063 -0.146 -0.084
H 0.001 -0.068 -0.047
C -0.134 0.026 0.017
C 0.091 -0.101 -0.030
C -0.375 -0.333 -0.327
S -0.058 -0.284 -0.448
O 0.152 0.262 -0.041
O 0.037 0.191 0.365
C -0.002 -0.425 0.047
H 0.031 0.015 0.060
H 0.073 -0.033 -0.011
H 0.004 -0.003 0.038
H 0.031 0.044 -0.001
H 0.057 0.113 0.210
H 0.110 0.064 -0.004
H 0.043 0.162 0.014
H 0.013 0.099 0.044
C -0.002 -0.032 0.134
C 0.117 0.058 -0.080
C 0.283 -0.120 0.279
S 0.425 0.069 0.182
O -0.107 -0.150 -0.246
O -0.457 0.224 0.077
C 0.204 0.382 -0.011
H -0.040 -0.013 -0.007
H -0.001 0.021 -0.061
H -0.045 -0.020 0.022
H -0.019 -0.046 -0.039
H -0.128 -0.004 -0.007
H -0.112 0.031 -0.117
H -0.105 -0.149 -0.045
H -0.063 -0.066 0.012

Properties
Electronic energy (Ha): -5504.585925
E_LUMO (eV): 1.498
E_HOMO (eV): -4.09
Net charge: -1
Largest force on an atom (Eh/bohr): 0.0471